Below is a cluster of 2 separate species, C32H35OSi in total, with properties calculated with ωB97M-V with the def2-TZVPD basis set.

XYZ file:
```
69
Properties=species:S:1:pos:R:3
C -5.55 -1.39 3.45
C -4.14 -0.91 3.39
C -3.86 0.45 3.46
C -2.56 0.90 3.41
C -1.47 0.01 3.31
C -0.17 0.58 3.29
C 1.13 0.02 3.31
C 2.22 0.91 3.23
C 3.52 0.47 3.28
C 3.81 -0.89 3.39
C 5.22 -1.35 3.42
C 2.75 -1.79 3.48
C 1.44 -1.35 3.45
C -1.78 -1.37 3.22
C -3.08 -1.81 3.27
H -5.61 -2.47 3.48
H -6.06 -1.01 4.34
H -6.11 -1.05 2.58
H -4.67 1.15 3.54
H -2.36 1.95 3.46
H -0.17 1.66 3.26
H 2.01 1.96 3.14
H 4.33 1.18 3.23
H 5.28 -2.44 3.41
H 5.77 -0.99 2.55
H 5.73 -1.00 4.31
H 2.96 -2.84 3.58
H 0.67 -2.07 3.59
H -1.01 -2.08 3.06
H -3.29 -2.86 3.20
C 2.92 7.01 2.77
Si 2.77 6.22 1.08
C 1.51 7.17 0.10
C 4.44 6.37 0.25
O 2.28 4.62 1.28
C 2.03 3.79 0.20
C 0.79 3.23 0.06
C 0.38 2.34 -1.02
C 1.10 1.18 -1.35
C 0.73 0.40 -2.42
C -0.36 0.75 -3.19
C -1.10 1.87 -2.87
C -0.75 2.65 -1.79
C 3.10 3.54 -0.78
C 2.95 3.88 -2.13
C 3.97 3.65 -3.02
C 5.15 3.08 -2.59
C 5.31 2.74 -1.26
C 4.29 2.97 -0.36
H 3.26 8.03 2.68
H 1.95 6.99 3.27
H 3.64 6.45 3.36
H 1.84 8.20 -0.04
H 1.37 6.71 -0.87
H 0.56 7.18 0.63
H 4.78 7.40 0.32
H 5.16 5.72 0.74
H 4.36 6.10 -0.80
H 0.05 3.51 0.80
H 1.94 0.90 -0.75
H 1.28 -0.50 -2.66
H -0.64 0.15 -4.04
H -1.95 2.15 -3.48
H -1.31 3.53 -1.55
H 2.03 4.32 -2.46
H 3.85 3.92 -4.06
H 5.95 2.90 -3.29
H 6.24 2.30 -0.92
H 4.40 2.71 0.67
```

Maximum force, eV Å⁻¹: 2.22
Net charge: +1
E, eV: -43672.402
LUMO level, eV: -5.4

Here is what Löwdin gives for the atomic charges, in e:
1. C -0.022
2. C -0.227
3. C -0.007
4. C 0.014
5. C -0.179
6. C 0.141
7. C -0.177
8. C 0.019
9. C -0.007
10. C -0.226
11. C -0.021
12. C 0.000
13. C 0.022
14. C 0.021
15. C 0.000
16. H 0.087
17. H 0.099
18. H 0.102
19. H 0.128
20. H 0.124
21. H 0.125
22. H 0.121
23. H 0.125
24. H 0.087
25. H 0.098
26. H 0.102
27. H 0.125
28. H 0.095
29. H 0.096
30. H 0.125
31. C -0.156
32. Si 0.438
33. C -0.145
34. C -0.146
35. O -0.133
36. C -0.281
37. C 0.007
38. C -0.239
39. C -0.045
40. C -0.081
41. C -0.090
42. C -0.085
43. C -0.044
44. C -0.212
45. C -0.028
46. C -0.061
47. C -0.074
48. C -0.072
49. C -0.045
50. H 0.040
51. H 0.030
52. H 0.031
53. H 0.041
54. H 0.026
55. H 0.034
56. H 0.040
57. H 0.036
58. H 0.028
59. H 0.110
60. H 0.109
61. H 0.104
62. H 0.103
63. H 0.105
64. H 0.110
65. H 0.123
66. H 0.110
67. H 0.106
68. H 0.105
69. H 0.109


Below is an isolated molecule of C4H9NO2, with properties calculated with ωB97M-V with the def2-TZVPD basis set.

XYZ file:
```
16
Properties=species:S:1:pos:R:3
C 0.80 -0.08 0.06
C 1.20 1.24 -0.49
C 1.94 -1.06 0.29
C -2.67 0.19 0.12
N -0.40 -0.46 0.27
O -0.89 -1.59 0.46
O -1.34 0.59 0.05
H 1.59 2.01 0.12
H 1.98 1.16 -1.24
H 0.34 1.63 -1.02
H 2.41 -1.09 -0.75
H 2.70 -0.82 1.04
H 1.33 -1.98 0.64
H -2.82 -0.74 0.89
H -3.06 -0.11 -0.94
H -3.11 1.10 0.47
```

Maximum force, eV Å⁻¹: 3.38
E, eV: -9874.560
SMILES string: CO[N+]([O-])=C(C)C
LUMO level, eV: 1.0
ΔE to the lowest compared entry with this formula, charge and spin, kcal per mole: 126.8

Here is what Löwdin gives for the atomic charges, in e:
1. C -0.286
2. C -0.027
3. C -0.015
4. C -0.107
5. N -0.240
6. O -0.048
7. O -0.115
8. H 0.072
9. H 0.081
10. H 0.078
11. H 0.104
12. H 0.075
13. H 0.099
14. H 0.142
15. H 0.115
16. H 0.070


Below is a cluster of 9 separate species, C14H47NO14 in total, with properties calculated with ωB97M-V with the def2-TZVPD basis set.

XYZ file:
```
76
Properties=species:S:1:pos:R:3
C -1.81 -6.33 -2.58
C -1.79 -5.02 -3.36
C -1.94 -3.84 -2.42
O -1.26 -4.07 -1.18
C -1.87 -3.40 -0.11
N -0.55 -4.90 -4.19
H -2.50 -6.26 -1.73
H -0.86 -6.50 -2.08
H -2.06 -7.18 -3.21
H -2.65 -5.03 -4.03
H -3.01 -3.67 -2.24
H -1.54 -2.91 -2.85
H -1.79 -2.31 -0.21
H -1.36 -3.72 0.80
H -2.92 -3.71 -0.02
H 0.05 -4.19 -3.78
H -0.01 -5.75 -4.07
O 3.42 -2.66 -0.36
H 3.33 -2.92 0.56
H 4.37 -2.63 -0.52
O -2.10 3.04 -0.06
H -1.14 3.14 0.03
H -2.22 2.67 -0.94
O 1.17 -3.18 -2.21
H 0.49 -3.61 -1.66
H 1.92 -3.06 -1.61
C 1.95 2.01 4.43
C 1.24 2.53 5.65
O 0.36 1.59 6.23
O 1.16 2.03 3.27
H 2.42 1.04 4.61
H 2.79 2.69 4.23
H 0.72 3.46 5.36
H 1.98 2.82 6.40
H -0.50 1.67 5.80
H 0.43 1.40 3.27
C 1.58 1.62 -0.18
C 1.25 0.16 0.10
O 0.36 -0.29 -0.92
O 0.46 2.35 -0.67
H 2.38 1.66 -0.93
H 1.92 2.11 0.73
H 0.80 0.02 1.09
H 2.20 -0.38 0.04
H 0.44 -1.24 -1.03
H 0.07 1.79 -1.36
C 0.36 6.68 1.50
C 0.21 5.20 1.48
O 0.51 4.71 2.77
O -0.83 7.25 2.04
H 0.59 7.14 0.53
H 1.21 6.90 2.17
H 0.85 4.74 0.71
H -0.84 4.98 1.22
H 0.53 3.74 2.74
H -0.61 8.12 2.37
C 1.66 0.11 -3.92
C 0.45 -0.47 -4.58
O 0.06 0.31 -5.70
O 1.36 1.41 -3.49
H 2.49 0.12 -4.64
H 2.06 -0.51 -3.10
H -0.39 -0.50 -3.87
H 0.65 -1.49 -4.89
H -0.41 1.08 -5.37
H 2.10 1.76 -2.99
C -1.70 0.52 2.17
C -1.30 -0.93 2.06
O -2.35 -1.83 2.38
O -1.42 1.03 3.52
H -2.78 0.64 2.01
H -1.21 1.16 1.44
H -0.47 -1.15 2.72
H -0.96 -1.10 1.02
H -2.95 -1.88 1.63
H -2.25 1.17 3.98
```

Maximum force, eV Å⁻¹: 1.52
E, eV: -45432.486
SMILES string: COC[C@H](C)N.OCCO.OCCO.OCCO.OCCO.OCCO.O.O.O
LUMO level, eV: -0.2
ΔE to the lowest compared entry with this formula, charge and spin, kcal per mole: 0.0

Here is what Löwdin gives for the atomic charges, in e:
1. C -0.063
2. C -0.401
3. C -0.195
4. O -0.228
5. C -0.109
6. N 0.048
7. H 0.080
8. H 0.079
9. H 0.078
10. H 0.126
11. H 0.127
12. H 0.125
13. H 0.076
14. H 0.106
15. H 0.102
16. H 0.028
17. H 0.061
18. O -0.038
19. H 0.059
20. H 0.060
21. O -0.065
22. H -0.008
23. H 0.035
24. O -0.060
25. H 0.019
26. H 0.003
27. C -0.235
28. C -0.240
29. O -0.055
30. O -0.093
31. H 0.124
32. H 0.125
33. H 0.124
34. H 0.120
35. H 0.066
36. H 0.053
37. C -0.201
38. C -0.214
39. O -0.072
40. O -0.093
41. H 0.108
42. H 0.114
43. H 0.087
44. H 0.112
45. H 0.062
46. H 0.076
47. C -0.249
48. C -0.256
49. O -0.067
50. O -0.063
51. H 0.115
52. H 0.122
53. H 0.115
54. H 0.115
55. H 0.041
56. H 0.079
57. C -0.264
58. C -0.251
59. O -0.052
60. O -0.057
61. H 0.126
62. H 0.107
63. H 0.117
64. H 0.121
65. H 0.082
66. H 0.074
67. C -0.174
68. C -0.256
69. O -0.059
70. O -0.086
71. H 0.133
72. H 0.096
73. H 0.132
74. H 0.076
75. H 0.072
76. H 0.097


HOMO: -10.17; -8.51; -9.33 (eV)